No. 1
A molecular structure, C42H52CdGe2N10O5S6 at a distorted geometry, computed with wB97M-V/def2-TZVPD.

```
118
Properties=species:S:1:pos:R:3:forces:R:3:lowdin_charge:R:1
Cd 0.38947 -0.50389 0.42627 -0.3 -0.7 0.0 1.1461
C 4.92096 1.09543 -2.97767 0.0 0.1 0.0 -0.1091
C 4.01186 0.58457 -1.88481 -0.2 -0.1 0.1 -0.6088
S 2.95574 -0.76217 -2.42607 -0.1 0.1 0.2 0.5703
C 4.13998 1.00913 -0.61185 0.0 -0.1 -0.2 -0.6597
C 5.26031 1.92410 -0.21219 0.1 0.1 0.0 -0.1130
S 2.94791 0.85085 0.70756 0.0 -0.7 -0.1 0.5405
H 4.72385 0.56493 -3.90540 0.0 0.0 0.0 0.0478
H 5.97438 0.95962 -2.73085 0.0 0.0 -0.1 0.0818
H 4.74073 2.15935 -3.14452 0.1 0.0 0.0 0.0965
H 6.04412 1.97863 -0.96321 0.0 0.0 0.1 0.0709
H 5.69362 1.56644 0.72204 0.1 0.1 0.0 0.0395
H 4.87683 2.92946 -0.03117 0.0 0.0 0.0 0.0947
N -1.27565 -2.25477 -0.76194 0.0 0.0 -0.1 -0.0058
N -0.93281 -3.60842 -0.68731 -0.2 0.0 -0.1 -0.0039
C 0.36077 -3.97536 -0.58012 0.2 -0.2 0.1 -0.4118
N 0.65634 -5.26739 -0.70765 0.0 0.1 0.1 0.2132
N 1.21260 -2.98633 -0.34058 -0.5 1.0 0.3 0.0982
N 2.54274 -3.21618 -0.25263 0.8 -0.3 0.0 -0.4393
O 3.02951 -4.34093 -0.35418 -0.2 -0.3 -0.1 0.0392
O 3.22513 -2.23082 -0.09582 0.0 0.0 0.6 -0.0853
H -2.15715 -2.10241 -0.28639 0.0 0.0 0.1 0.0930
H -1.36080 -1.94954 -1.72738 0.0 -0.1 -0.1 0.0833
H -1.60554 -4.30236 -0.97545 0.0 0.0 0.0 0.1581
H -0.04960 -5.96002 -0.88479 0.0 0.0 0.0 0.1257
H 1.62848 -5.51437 -0.57256 0.0 -0.1 -0.1 0.0935
C -4.91614 2.10495 -2.29560 0.0 -0.1 0.1 -0.1064
C -4.27346 0.82859 -1.75938 0.1 0.1 -0.2 -0.2731
C -2.77113 0.96824 -1.50093 -0.2 0.1 0.2 -0.3207
C -2.43174 1.91189 -0.34754 0.3 -0.2 -0.1 -0.3922
Ge -0.49646 1.87029 0.13695 -0.5 0.8 -0.4 0.6840
C 0.41561 3.13164 -1.12127 -0.1 -0.3 0.2 -0.3985
C -0.17022 4.53989 -1.03971 0.2 -0.1 0.0 -0.3057
C 0.53498 5.52184 -1.97908 -0.2 0.0 -0.1 -0.2703
C 0.21214 5.27755 -3.45247 0.1 0.0 0.1 -0.1117
H -5.98175 1.95159 -2.46266 0.0 0.1 0.0 0.0725
H -4.45957 2.39602 -3.24396 0.0 0.0 0.0 0.0698
H -4.80303 2.92720 -1.58915 0.0 0.0 0.0 0.0675
H -4.43924 0.02320 -2.48174 0.0 0.0 0.0 0.1007
H -4.77048 0.53801 -0.82964 0.0 -0.1 0.0 0.1092
H -2.27367 1.31633 -2.41454 0.0 -0.1 0.0 0.1036
H -2.36325 -0.02420 -1.26399 0.0 0.1 -0.1 0.0431
H -3.03266 1.65389 0.52849 0.0 0.0 0.0 0.0563
H -2.67592 2.94138 -0.61343 0.0 0.0 0.1 0.0465
H -0.46173 2.68317 1.45648 0.1 -0.2 0.2 -0.0629
H 0.30297 2.76110 -2.13646 0.1 -0.2 -0.1 0.0219
H 1.48713 3.15587 -0.89704 0.0 0.0 0.0 0.0437
H -0.09915 4.90362 -0.01109 -0.1 0.0 0.0 0.0980
H -1.23048 4.50909 -1.30812 0.0 0.1 0.1 0.0933
H 1.61685 5.46082 -1.82771 0.0 0.0 0.1 0.1031
H 0.22603 6.53783 -1.72070 0.1 0.0 0.0 0.1031
H 0.52752 4.28299 -3.77155 0.0 0.0 -0.1 0.0564
H 0.72176 6.00911 -4.08029 0.0 0.0 -0.1 0.0691
H -0.86116 5.36375 -3.63194 0.0 0.0 0.0 0.0737
S 1.95811 -0.32246 -8.86084 0.1 0.0 -0.1 0.6464
C 1.62960 0.10674 -7.31883 -0.1 0.0 0.2 -1.0726
S 2.44572 -0.66228 -5.94662 -0.4 0.3 0.0 0.9752
C 1.38548 0.21753 -4.87111 0.4 -0.3 -0.4 -0.9819
N 0.58152 1.01217 -5.45775 -0.2 0.3 0.5 0.0058
N 0.71284 0.99525 -6.81040 0.5 -0.3 -0.2 -0.1296
C -0.15570 1.87969 -7.52902 -0.3 0.2 0.0 -0.1864
C 0.12711 2.33480 -8.81148 0.1 -0.1 0.1 -0.0464
C -0.77100 3.17688 -9.44950 0.0 0.0 0.0 -0.0733
C -1.93459 3.58299 -8.81911 0.0 0.0 -0.1 -0.0858
C -2.19446 3.15726 -7.52523 0.0 0.0 0.0 -0.0771
C -1.31257 2.30978 -6.87990 0.0 -0.1 0.0 -0.0252
S 1.18987 -0.06079 -3.14822 -0.2 0.4 0.2 0.5183
H 1.03096 2.04139 -9.31358 0.1 -0.1 0.0 0.0540
H -0.54763 3.51509 -10.45221 0.0 0.0 0.0 0.1078
H -2.63225 4.23126 -9.33171 0.0 0.0 0.0 0.1043
H -3.09308 3.48285 -7.01824 0.0 0.0 0.0 0.1051
H -1.50463 1.97551 -5.87148 -0.1 0.0 0.0 0.0978
Ge 3.92896 -0.13087 2.52746 0.0 0.2 0.7 0.8182
C 2.95070 0.76028 3.97834 0.1 -0.2 -0.3 -0.3612
C 3.48735 0.71682 5.26339 0.0 0.0 -0.1 -0.1173
C 2.72832 1.10723 6.35501 0.0 0.0 0.0 -0.0773
C 1.41941 1.53407 6.17330 0.0 0.0 0.0 -0.0758
C 0.87142 1.56713 4.90024 -0.1 0.0 0.0 -0.0768
C 1.63417 1.18201 3.80718 0.2 0.0 -0.1 -0.1487
C 3.76700 -2.02313 3.06551 -0.1 0.3 -0.6 -0.3386
C 4.79037 -2.93416 2.82295 0.0 0.1 -0.1 -0.1204
C 4.69057 -4.24334 3.26897 0.0 0.0 -0.1 -0.0788
C 3.56474 -4.64933 3.97112 0.0 0.0 0.0 -0.0801
C 2.54236 -3.74545 4.22343 -0.1 0.0 0.0 -0.0847
C 2.63708 -2.43855 3.76331 -0.1 0.0 0.0 -0.1190
H 5.42095 0.22799 2.44509 0.0 0.0 0.0 -0.0110
H 4.50548 0.36968 5.40381 0.0 0.0 0.1 0.1033
H 3.15352 1.06872 7.34936 0.0 0.0 0.0 0.1059
H 0.82954 1.84485 7.02517 0.0 0.0 0.0 0.1072
H -0.15266 1.88729 4.75646 0.0 0.0 0.0 0.1061
H 1.20072 1.22163 2.81107 -0.1 0.1 0.1 0.0146
H 5.66450 -2.60992 2.27138 0.1 -0.1 0.0 0.1008
H 5.47971 -4.95014 3.04876 0.0 0.0 0.1 0.1066
H 3.48224 -5.66968 4.32324 0.0 0.0 0.0 0.1050
H 1.66879 -4.05647 4.78386 0.0 0.0 0.0 0.1029
H 1.83027 -1.73883 3.95458 0.0 0.0 0.1 0.0927
O -7.51289 -1.34202 6.62053 -0.1 0.0 -0.1 -0.3582
S -7.56003 -2.16970 5.42711 0.3 -0.1 0.1 0.3901
O -7.43875 -1.45001 4.17572 0.0 0.0 0.0 -0.3744
O -8.53563 -3.23695 5.43181 0.0 0.0 0.0 -0.3570
C -5.93853 -3.02574 5.60991 -0.4 0.4 -0.1 -0.3324
N -5.80280 -3.90838 6.59725 0.0 -0.3 0.1 0.1314
C -4.59725 -4.41652 6.78657 -0.1 0.1 -0.1 -0.1138
C -3.49568 -4.02835 6.03186 0.2 0.1 -0.1 -0.0059
C -3.74180 -3.09960 5.03217 -0.4 -0.3 0.3 -0.2448
N -4.96264 -2.61728 4.81283 0.4 0.1 -0.1 0.1619
C -2.70935 -2.57986 4.11611 0.2 0.1 -0.3 -0.1277
C -1.67270 -3.36468 3.61812 -0.1 0.1 0.1 0.0034
C -0.80822 -2.81728 2.69114 0.2 -0.1 0.0 -0.1715
N -0.89492 -1.55541 2.26931 0.4 0.1 -0.4 -0.0524
C -1.88448 -0.79597 2.75400 0.0 0.1 0.0 -0.1438
C -2.81346 -1.26682 3.65699 0.0 -0.1 0.1 0.0293
H -4.50448 -5.15393 7.57688 0.1 0.0 0.0 0.1092
H -2.50255 -4.40127 6.24381 0.0 -0.1 0.0 0.1026
H -1.56316 -4.39629 3.92460 0.0 0.0 0.0 0.1170
H -0.00371 -3.40731 2.26775 0.1 0.0 0.0 0.0894
H -1.92050 0.22511 2.38792 0.0 0.0 0.0 0.0775
H -3.63479 -0.65645 4.00650 0.0 0.1 0.0 0.1305
```
Forces are in eV/Å.

Values from the calculation:
Total energy = -9265.92213 hartree
Highest occupied orbital energy = -7.110 eV
LUMO energy = -1.1 eV
Charge = 0
Kohn-Sham gap = 0.2206 hartree
Maximum force = 1.157 eV/A

***

No. 2
A molecular structure, C42H52F2N4O2PSeSi2Ta at a distorted geometry, computed with wB97M-V/def2-TZVPD.

```
107
Properties=species:S:1:pos:R:3:forces:R:3:lowdin_charge:R:1
Ta 0.64671 -0.16868 -0.33711 -2.5 -2.0 2.6 1.4100
N 0.75345 0.74546 2.57866 0.9 0.3 -0.7 -0.0310
P 0.62249 2.19913 1.72339 -0.5 1.2 -1.8 0.9525
C -0.47473 3.16489 2.73992 0.4 -0.4 0.0 -0.3289
C -0.06983 4.44231 3.11644 0.4 0.1 -0.2 -0.0660
C -0.84153 5.15576 4.01919 0.0 0.7 0.3 -0.0453
C -2.00267 4.60819 4.55424 0.0 -0.2 -0.4 -0.0281
C -2.39718 3.32515 4.14518 -0.6 0.1 0.5 -0.0499
C -1.65281 2.59928 3.23216 -0.1 -0.2 0.2 -0.0953
C 1.92896 3.26555 1.06663 0.1 -0.2 1.1 -0.2503
C 3.02604 3.77965 1.75111 -0.2 0.0 -0.1 -0.0648
C 3.79528 4.71691 1.08672 0.8 0.1 0.8 -0.0562
C 3.49120 5.13791 -0.19550 0.1 0.3 -0.3 -0.0306
C 2.40399 4.60279 -0.86868 -0.7 -0.2 -0.6 0.0040
C 1.59708 3.64827 -0.24187 0.4 -0.7 0.3 -0.1360
C 2.03744 0.10954 2.60371 0.1 -0.6 0.4 -0.3845
C 2.55872 -0.35921 3.81224 0.0 0.1 -0.2 0.0026
C 3.82638 -0.93233 3.78005 -0.2 0.1 0.0 -0.0204
C 4.51151 -1.01652 2.55719 0.2 0.2 0.4 -0.0241
C 3.90181 -0.52875 1.41338 -0.4 0.1 -0.1 -0.0926
N 2.64683 -0.01322 1.42276 -0.5 0.2 0.3 0.0343
H 0.23769 0.72831 3.45977 0.2 0.1 -0.3 0.1202
H 0.84683 4.87377 2.68128 -0.6 -0.2 0.4 0.1155
H -0.51752 6.16285 4.31002 -0.2 -0.5 -0.1 0.1279
H -2.62601 5.19267 5.24059 0.3 -0.4 -0.2 0.1280
H -3.30955 2.89405 4.56988 0.3 0.2 -0.3 0.1230
H -1.99288 1.60418 2.90913 0.2 0.4 0.2 0.1193
H 3.29505 3.44833 2.75953 -0.2 0.2 -0.4 0.1275
H 4.66816 5.10771 1.61285 -0.2 0.0 -0.3 0.1247
H 4.12958 5.88110 -0.68539 -0.3 -0.3 0.2 0.1307
H 2.18001 4.90031 -1.90408 0.2 -0.1 0.6 0.1287
H 0.75736 2.31211 -1.79972 0.1 0.3 0.5 0.1296
H 1.96747 -0.26316 4.73367 0.4 0.0 -0.4 0.1343
H 4.27527 -1.28179 4.71803 -0.1 0.1 -0.5 0.1345
H 5.52970 -1.42133 2.53780 -0.5 0.2 -0.2 0.1299
H 4.39382 -0.51325 0.44209 -0.1 -0.2 0.2 0.1239
F 2.94242 1.05898 -1.19955 -1.3 -1.4 -0.5 -0.1004
C 2.12157 -0.05718 -1.73760 3.7 2.0 -3.8 -0.3981
F 1.74240 0.40179 -3.02165 0.3 -0.4 1.5 -0.0745
H 2.87714 -0.83687 -1.94346 -0.5 0.1 0.4 0.1162
N 0.11764 1.79952 0.17964 0.6 -1.6 0.8 -0.3103
C 0.44702 2.82125 -0.85940 -0.7 0.7 0.3 -0.3261
N -0.76663 3.55448 -1.19291 -0.3 -0.9 0.3 -0.1171
C -1.63196 3.99673 -0.10194 -0.2 0.7 -0.1 -0.1472
C -3.01173 4.44902 -0.63971 0.2 0.2 -0.1 -0.1667
O -2.90255 5.39252 -1.71996 1.0 -1.3 -0.2 -0.1296
C -2.08469 4.80976 -2.79464 -0.7 0.8 0.7 -0.1433
C -0.67901 4.47911 -2.30119 0.0 0.1 0.0 -0.1623
H -1.20886 4.85065 0.47346 0.0 -0.2 -0.3 0.1325
H -1.79082 3.17746 0.60730 -0.1 0.2 -0.4 0.0911
H -3.56811 4.95483 0.17295 0.3 -0.2 -0.5 0.1353
H -3.58878 3.55799 -0.95417 0.2 0.3 -0.1 0.1174
H -2.03047 5.59355 -3.56819 -0.2 -0.5 0.2 0.1362
H -2.60942 3.90438 -3.16077 0.3 0.3 0.0 0.1181
H -0.17204 5.41159 -1.99495 -0.1 0.0 -0.2 0.1284
H -0.08530 4.00726 -3.10475 -0.2 0.2 0.2 0.1354
C -1.67388 0.76013 -4.86982 0.5 0.6 -0.4 -0.2025
Si -2.65321 -0.34070 -3.76453 -0.4 -0.3 -0.1 0.3433
C -2.86271 -2.06895 -4.37962 0.4 -0.8 0.2 -0.2022
C -4.17009 0.32607 -2.95304 -0.8 0.1 0.7 -0.2153
Se -1.16851 -0.55812 -1.81954 0.9 -0.1 0.6 0.5562
H -2.11562 0.79136 -5.89693 0.3 -0.1 0.7 0.0672
H -0.62337 0.39731 -4.93636 -0.7 0.2 -0.1 0.0465
H -1.64118 1.80297 -4.49006 0.0 -0.6 -0.2 0.0323
H -3.68165 -2.12675 -5.12177 0.4 0.1 0.3 0.0622
H -3.09089 -2.79172 -3.56623 0.0 0.5 -0.4 0.0484
H -1.92268 -2.43036 -4.83701 -0.5 0.2 0.0 0.0343
H -4.86829 0.79855 -3.67631 0.5 -0.2 0.3 0.0607
H -3.90892 1.07412 -2.18571 -0.1 -0.1 -0.4 0.0179
H -4.75286 -0.45997 -2.41206 0.5 0.4 -0.5 0.0611
C 3.07479 -4.19409 0.43284 -0.3 -0.4 0.1 -0.0806
C 1.70805 -4.42499 1.13723 0.0 -0.1 0.3 -0.5977
C 1.41406 -5.93326 1.24747 -0.1 -0.3 -0.2 -0.0912
C 1.82982 -3.88050 2.59142 -0.2 -0.5 0.1 -0.0821
Si 0.33011 -3.50828 0.19971 0.9 -0.3 0.8 0.5534
O 0.93569 -1.94376 0.44730 -0.8 3.2 -1.5 -0.4715
C 0.25533 -3.88115 -1.63501 -0.2 0.5 0.1 -0.2440
C -0.82381 -4.56533 -2.20300 0.2 -0.3 0.4 -0.0887
C -0.85369 -4.81914 -3.56775 -0.8 -0.4 0.0 -0.0920
C 0.13393 -4.33214 -4.40125 0.2 0.2 0.0 -0.0776
C 1.15372 -3.55205 -3.85952 0.4 0.1 -0.5 -0.0702
C 1.22999 -3.34142 -2.49680 -0.2 -0.1 0.5 -0.1266
C -1.30087 -3.51540 1.09028 0.1 0.2 -0.4 -0.2288
C -1.82812 -2.34259 1.64091 0.0 -0.3 0.2 -0.1180
C -3.04641 -2.33572 2.30300 -0.2 -0.1 0.0 -0.0793
C -3.76808 -3.52136 2.40563 -0.3 0.1 0.0 -0.0659
C -3.26037 -4.68079 1.82969 -0.6 -0.6 0.4 -0.0682
C -2.03844 -4.69253 1.18158 0.1 -0.4 -0.2 -0.0966
H 3.84895 -4.68528 1.06228 -0.3 0.3 -0.5 0.0956
H 3.31572 -3.11751 0.35805 -0.1 -0.4 0.0 0.0549
H 3.08382 -4.65992 -0.57297 0.1 0.3 0.5 0.0868
H 2.26113 -6.43661 1.75318 -0.4 0.1 -0.2 0.0931
H 1.28196 -6.41207 0.24948 0.1 0.3 0.6 0.0923
H 0.50031 -6.12504 1.85380 0.6 0.1 -0.4 0.0811
H 2.69674 -4.39061 3.08213 -0.6 0.4 -0.3 0.1005
H 0.92287 -4.11869 3.19568 0.6 0.2 -0.4 0.0946
H 2.00145 -2.79877 2.61733 0.0 -0.2 0.0 0.0400
H -1.62963 -4.97012 -1.57146 0.4 0.3 -0.3 0.1055
H -1.70114 -5.40119 -3.94842 0.5 0.2 -0.1 0.1226
H 0.14351 -4.54570 -5.46572 -0.2 0.0 0.1 0.1174
H 1.90113 -3.11761 -4.53063 -0.2 -0.2 0.3 0.1177
H 2.04723 -2.74947 -2.07256 -0.2 -0.3 -0.2 0.0753
H -1.25553 -1.42735 1.57922 0.0 0.2 0.0 0.0481
H -3.45942 -1.42184 2.72853 0.2 -0.1 -0.1 0.1032
H -4.74366 -3.52758 2.91485 0.6 -0.1 -0.3 0.1203
H -3.82948 -5.60902 1.92150 0.1 0.3 -0.1 0.1181
H -1.65968 -5.62979 0.72726 -0.3 0.6 0.4 0.1166
```
Forces are in eV/Å.

Values from the calculation:
Total energy = -5579.33220 hartree
Highest occupied orbital energy = -13.261 eV
LUMO energy = -6.6 eV
Charge = +2
Kohn-Sham gap = 0.2462 hartree
Maximum force = 5.622 eV/A

***

Q: Among the records above, which one has the lowest charge?
A: C42H52CdGe2N10O5S6

***

Q: What is the highest occupied orbital energy in the first record?
A: -7.110 eV